No. 1
The following is a DFT calculation (ωB97M-V with the def2-TZVPD basis set) of C46H56BrGe2N3O6S2Sn as an isolated structure.

Geometry as XYZ:
```
117
C46H56BrGe2N3O6S2Sn ωB97M-V with the def2-TZVPD basis set
Sn -1.119 -0.123 1.500
O -6.131 3.889 5.641
C -5.120 4.406 5.131
O -4.715 5.582 5.138
C -4.176 3.392 4.401
C -2.893 3.763 4.034
C -2.001 2.790 3.596
N -2.392 1.527 3.380
C -3.648 1.182 3.654
C -4.549 2.072 4.232
C -4.010 -0.228 3.379
C -5.341 -0.607 3.211
C -5.637 -1.933 2.961
C -4.599 -2.849 2.873
C -3.307 -2.384 3.037
N -3.014 -1.115 3.303
C -0.548 3.069 3.444
C 0.006 4.304 3.791
C 1.374 4.482 3.709
C 2.170 3.418 3.312
C 1.543 2.226 2.989
N 0.228 2.060 3.040
H -2.633 4.807 4.139
H -5.530 1.785 4.588
H -6.121 0.139 3.228
H -6.663 -2.247 2.815
H -4.788 -3.893 2.665
H -2.456 -3.056 2.956
H -0.632 5.112 4.117
H 1.820 5.435 3.965
H 3.246 3.514 3.249
H 2.111 1.349 2.697
C 3.011 -0.608 -3.755
C 1.898 -0.766 -2.721
Ge 1.568 0.886 -1.597
C 2.696 0.574 0.042
C 4.156 0.332 -0.331
C 2.441 2.378 -2.573
C 1.519 3.334 -2.776
Ge -0.177 2.684 -1.748
C -0.232 3.697 -0.011
C -0.471 5.199 -0.122
C -1.805 2.801 -2.904
C -1.874 3.906 -3.953
C 1.745 4.563 -3.557
C 2.815 4.698 -4.452
C 2.984 5.847 -5.205
C 2.089 6.903 -5.089
C 1.020 6.788 -4.213
C 0.852 5.634 -3.466
H 3.158 -1.534 -4.320
H 3.960 -0.354 -3.277
H 2.771 0.191 -4.459
H 2.130 -1.588 -2.038
H 0.967 -1.015 -3.232
H 2.297 -0.272 0.608
H 2.617 1.463 0.671
H 4.255 -0.564 -0.947
H 4.788 0.206 0.553
H 4.544 1.176 -0.907
H 3.471 2.469 -2.925
H 0.704 3.496 0.521
H -1.049 3.247 0.552
H 0.320 5.677 -0.703
H -0.490 5.663 0.868
H -1.435 5.393 -0.598
H -2.634 2.878 -2.207
H -1.903 1.824 -3.376
H -2.029 4.884 -3.493
H -2.717 3.721 -4.624
H -0.964 3.950 -4.555
H 3.520 3.884 -4.566
H 3.816 5.921 -5.895
H 2.219 7.800 -5.683
H 0.308 7.600 -4.122
H 0.008 5.535 -2.799
C 4.174 -6.584 1.008
C 2.658 -6.835 0.997
C 2.338 -7.817 -0.131
C 2.250 -7.483 2.330
C 1.925 -5.504 0.836
C 2.091 -4.514 1.800
C 1.441 -3.312 1.654
Br 1.641 -2.001 3.038
C 0.597 -2.972 0.563
O 0.091 -1.783 0.480
C 0.382 -4.016 -0.383
C 1.060 -5.220 -0.214
C -0.606 -3.938 -1.564
C -1.670 -5.033 -1.364
C 0.147 -4.186 -2.881
C -1.362 -2.611 -1.698
H 4.717 -7.523 1.148
H 4.447 -5.903 1.815
H 4.491 -6.131 0.068
H 2.910 -8.738 0.005
H 2.597 -7.394 -1.103
H 1.277 -8.073 -0.133
H 2.768 -8.436 2.469
H 1.173 -7.662 2.347
H 2.494 -6.832 3.168
H 2.713 -4.663 2.673
H 0.887 -5.996 -0.948
H -1.237 -6.035 -1.345
H -2.405 -4.992 -2.172
H -2.194 -4.867 -0.421
H 0.655 -5.152 -2.893
H 0.894 -3.407 -3.037
H -0.551 -4.158 -3.722
H -1.947 -2.386 -0.809
H -2.054 -2.671 -2.542
H -0.690 -1.773 -1.867
O -1.572 1.059 -0.475
S -3.093 0.784 -0.467
O -3.526 0.278 -1.749
O -3.234 -0.274 0.602
S -4.018 2.386 0.123
```

Charge: -2
HOMO (eV): -3.19
Max |F| (eV/Å): 0.9
Frontier orbital gap (eV): 6.6825
Spin multiplicity: 1
ΔE to the lowest compared entry with this formula, charge and spin (kcal/mol): 0.0

Results of the Mulliken charge analysis, in e, for atoms 1 through 5: 2.4582, -0.7359, 0.4136, -0.7437, -0.6987



No. 2
The following is a DFT calculation (ωB97M-V with the def2-TZVPD basis set) of C46H56BrGeN4O8P3S2W as an isolated structure at a distorted geometry.

Geometry as XYZ:
```
122
C46H56BrGeN4O8P3S2W ωB97M-V with the def2-TZVPD basis set
W -0.903 0.813 -0.184
O 1.046 1.223 0.810
P 2.297 0.625 1.437
C 2.219 -1.142 1.812
P 1.698 -2.048 0.318
O 0.889 -1.020 -0.446
C 3.161 -2.504 -0.605
C 4.392 -2.759 -0.004
C 5.487 -3.106 -0.779
C 5.357 -3.195 -2.158
C 4.134 -2.943 -2.761
C 3.036 -2.599 -1.990
C 0.868 -3.524 0.872
C -0.519 -3.634 0.860
C -1.122 -4.811 1.268
C -0.346 -5.869 1.717
C 1.038 -5.759 1.749
C 1.648 -4.594 1.314
C 2.637 1.453 2.986
C 1.997 1.042 4.158
C 2.166 1.759 5.330
C 2.970 2.891 5.338
C 3.604 3.309 4.177
C 3.441 2.592 3.001
C 3.697 0.821 0.348
C 4.988 0.538 0.794
C 6.053 0.610 -0.086
C 5.832 0.957 -1.414
C 4.550 1.238 -1.861
C 3.478 1.172 -0.982
H 1.501 -1.338 2.610
H 3.207 -1.432 2.173
H 4.516 -2.692 1.070
H 6.439 -3.309 -0.308
H 6.211 -3.469 -2.762
H 4.033 -3.026 -3.835
H 2.073 -2.438 -2.455
H -1.130 -2.821 0.498
H -2.198 -4.903 1.219
H -0.819 -6.789 2.030
H 1.643 -6.588 2.087
H 2.730 -4.543 1.296
H 1.360 0.166 4.164
H 1.678 1.433 6.237
H 3.109 3.446 6.256
H 4.235 4.187 4.189
H 3.942 2.919 2.099
H 5.168 0.267 1.828
H 7.055 0.396 0.259
H 6.665 1.011 -2.101
H 4.382 1.503 -2.896
H 2.473 1.371 -1.332
O 0.221 0.495 -2.293
H -0.315 0.119 -3.006
H 0.685 -0.285 -1.889
Br 2.077 5.955 -0.163
C 0.886 4.811 -1.053
C 0.340 5.141 -2.283
C -0.543 4.244 -2.864
C -0.846 3.068 -2.207
N -0.300 2.742 -1.020
C 0.552 3.611 -0.453
H 0.595 6.072 -2.770
H -1.003 4.451 -3.819
H -1.547 2.363 -2.631
H 0.984 3.330 0.492
C -4.666 2.681 1.984
O -3.575 1.883 1.475
P -2.141 2.471 1.190
O -2.368 3.824 0.375
C -2.624 5.134 0.927
O -1.671 2.941 2.627
C -0.353 3.398 2.980
H -4.971 3.406 1.231
H -4.377 3.180 2.907
H -5.482 1.992 2.178
H -1.822 5.794 0.603
H -2.665 5.102 2.013
H -3.573 5.488 0.530
H 0.394 2.711 2.595
H -0.320 3.413 4.065
H -0.196 4.405 2.592
C -4.177 -1.304 1.359
Ge -2.845 -0.783 2.679
C -3.506 0.423 4.078
C -2.200 -2.333 3.686
C -1.214 -0.086 1.761
H -4.946 -1.919 1.823
H -3.711 -1.893 0.566
H -4.654 -0.435 0.904
H -3.248 -0.015 5.040
H -4.591 0.515 4.041
H -3.073 1.420 4.033
H -3.050 -2.832 4.151
H -1.547 -1.985 4.488
H -1.657 -3.066 3.091
H -0.616 -0.994 1.593
H -0.679 0.485 2.530
N -2.505 -1.883 -7.994
C -2.311 -2.082 -6.664
C -3.307 -2.672 -5.874
C -3.118 -2.852 -4.521
C -1.934 -2.441 -3.918
C -0.920 -1.890 -4.701
C -1.105 -1.696 -6.051
S -1.662 -2.716 -2.214
O -2.738 -3.530 -1.718
O -0.292 -3.120 -2.051
N -1.766 -1.240 -1.496
C -2.859 -0.514 -1.669
S -4.405 -0.848 -2.354
C -4.894 0.784 -2.021
C -3.917 1.472 -1.410
N -2.757 0.743 -1.206
H -3.300 -2.292 -8.452
H -1.739 -1.611 -8.582
H -4.228 -3.002 -6.337
H -3.882 -3.333 -3.925
H 0.043 -1.663 -4.261
H -0.310 -1.279 -6.654
H -5.870 1.137 -2.303
H -3.959 2.504 -1.106
```

Charge: +2
HOMO (alpha / beta) (eV): -12.04 / -12.06
Max |F| (eV/Å): 1.1
Frontier orbital gap (alpha / beta) (eV): 7.0756 / 6.8284
Spin multiplicity: 3
ΔE to the lowest compared entry with this formula, charge and spin (kcal/mol): 14.8

Results of the Mulliken charge analysis, in e, for atoms 1 through 5: 1.8640, 0.6409, 1.1153, -1.1246, 0.9473



No. 3
The following is a DFT calculation (ωB97M-V with the def2-TZVPD basis set) of C46H56F5N4O2S3SiY as an isolated structure.

Geometry as XYZ:
```
118
C46H56F5N4O2S3SiY ωB97M-V with the def2-TZVPD basis set
Y 0.030 -0.321 -0.256
C -3.050 -3.934 1.460
C -3.970 -3.217 2.206
C -3.655 -1.929 2.591
C -2.433 -1.386 2.205
N -1.571 -2.050 1.432
C -1.876 -3.304 1.088
C -1.985 -0.050 2.682
C -2.660 0.606 3.705
C -2.164 1.806 4.175
C -0.972 2.278 3.664
C -0.333 1.553 2.667
N -0.863 0.440 2.143
C 1.034 1.913 2.206
C 1.743 2.989 2.727
C 3.064 3.162 2.357
C 3.637 2.267 1.472
C 2.842 1.262 0.954
N 1.572 1.084 1.313
H -3.240 -4.950 1.146
H -4.920 -3.654 2.485
H -4.367 -1.350 3.158
H -1.159 -3.812 0.460
H -3.552 0.184 4.139
H -2.683 2.350 4.952
H -0.543 3.187 4.053
H 1.285 3.681 3.416
H 3.636 3.988 2.757
H 4.666 2.358 1.154
H 3.222 0.586 0.202
S -0.964 -2.427 -1.828
C 0.717 -2.749 -1.862
N 1.576 -2.100 -1.101
C 2.885 -2.496 -1.362
C 4.036 -2.003 -0.752
C 5.268 -2.496 -1.142
C 5.376 -3.481 -2.124
C 4.241 -3.991 -2.730
C 3.006 -3.489 -2.341
S 1.429 -3.913 -2.940
H 3.961 -1.290 0.056
H 6.163 -2.116 -0.665
H 6.350 -3.850 -2.414
H 4.312 -4.753 -3.494
C -1.239 0.571 -4.035
C -1.820 1.810 -3.336
C -0.713 2.875 -3.357
C -2.971 2.348 -4.194
Si -2.269 1.335 -1.485
C -4.039 0.452 -1.550
C -5.251 1.369 -1.755
C -4.088 -0.614 -2.654
C -4.242 -0.324 -0.242
C -2.493 3.052 -0.517
C -1.098 3.584 -0.156
C -3.230 4.177 -1.254
C -3.230 2.827 0.808
H -0.959 0.827 -5.066
H -1.935 -0.266 -4.079
H -0.342 0.214 -3.527
H -0.286 2.945 -4.366
H 0.097 2.631 -2.670
H -1.086 3.867 -3.097
H -2.587 2.621 -5.186
H -3.425 3.242 -3.764
H -3.762 1.615 -4.350
H -5.171 1.968 -2.663
H -5.403 2.054 -0.920
H -6.162 0.762 -1.841
H -4.087 -0.191 -3.658
H -5.011 -1.200 -2.551
H -3.250 -1.311 -2.589
H -4.151 0.300 0.648
H -3.508 -1.131 -0.174
H -5.240 -0.787 -0.222
H -0.553 3.943 -1.027
H -0.473 2.819 0.310
H -1.182 4.423 0.550
H -2.706 4.492 -2.157
H -3.307 5.059 -0.604
H -4.243 3.893 -1.539
H -2.780 2.025 1.393
H -4.283 2.581 0.666
H -3.188 3.744 1.414
F 4.991 2.678 -5.066
C 4.083 2.225 -4.195
C 3.522 0.969 -4.348
F 3.887 0.200 -5.376
C 2.589 0.508 -3.440
F 2.058 -0.706 -3.641
C 2.172 1.265 -2.336
O 1.297 0.827 -1.467
C 2.752 2.532 -2.223
F 2.379 3.335 -1.212
C 3.688 3.004 -3.124
F 4.216 4.222 -2.957
C 3.977 -4.638 1.812
C 2.619 -4.618 2.505
C 1.566 -3.828 1.728
S 1.588 -2.049 2.086
O 3.016 -1.634 2.220
C 0.909 -2.140 3.798
C 1.890 -1.598 4.830
C 2.006 -0.080 4.818
H 4.681 -5.264 2.362
H 4.387 -3.633 1.739
H 3.888 -5.040 0.800
H 2.724 -4.210 3.514
H 2.249 -5.639 2.624
H 0.549 -4.149 1.960
H 1.714 -3.922 0.652
H 0.655 -3.179 4.006
H -0.015 -1.561 3.789
H 2.872 -2.039 4.657
H 1.550 -1.939 5.811
H 2.422 0.266 3.871
H 2.665 0.264 5.616
H 1.029 0.388 4.966
```

Charge: 0
HOMO (eV): -6.38
Max |F| (eV/Å): 0.5
Frontier orbital gap (eV): 5.4097
Spin multiplicity: 1
ΔE to the lowest compared entry with this formula, charge and spin (kcal/mol): 12.9

Results of the Mulliken charge analysis, in e, for atoms 1 through 5: -1.9839, -1.1928, -1.1790, -0.4403, 0.1866



No. 4
The following is a DFT calculation (ωB97M-V with the def2-TZVPD basis set) of C46H57BClLuN8O3S5 as an isolated structure at a distorted geometry.

Geometry as XYZ:
```
122
C46H57BClLuN8O3S5 ωB97M-V with the def2-TZVPD basis set
Lu 1.379 -2.409 -0.373
C 4.547 1.953 -1.406
C 3.110 2.278 -1.065
C 2.554 3.450 -1.435
C 1.224 3.793 -1.039
N 0.538 2.933 -0.355
N 1.047 1.710 -0.039
B -0.208 1.185 0.603
N -0.560 1.542 2.008
N -1.751 2.186 1.978
C -2.347 2.466 3.087
C -1.790 2.066 4.341
C -0.537 1.560 4.379
C 0.140 1.135 5.652
C 0.179 1.343 3.144
S 1.741 0.802 3.066
C -3.688 3.147 2.968
C -3.491 4.408 2.112
C -4.657 2.211 2.255
C -4.199 3.538 4.348
N -1.304 0.608 -0.193
N -1.266 1.106 -1.477
C -2.170 0.792 -2.334
C -3.259 -0.057 -1.963
C -3.373 -0.495 -0.690
C -4.531 -1.393 -0.312
C -2.319 -0.218 0.245
S -2.365 -0.977 1.760
C -2.130 1.424 -3.718
C -3.167 0.838 -4.667
C -2.413 2.906 -3.572
C -0.734 1.236 -4.330
C 2.314 1.304 -0.318
S 2.983 -0.145 0.149
C 0.669 5.155 -1.414
C 1.564 6.281 -0.873
C 0.652 5.291 -2.943
C -0.766 5.333 -0.882
H 4.979 2.745 -2.003
H 4.586 0.983 -1.891
H 5.133 1.866 -0.499
H 3.142 4.168 -2.000
H -2.362 2.163 5.249
H -0.544 1.151 6.491
H 0.997 1.775 5.843
H 0.562 0.147 5.510
H -3.061 4.101 1.176
H -2.786 5.091 2.583
H -4.459 4.900 2.017
H -4.276 1.997 1.252
H -5.653 2.659 2.229
H -4.737 1.252 2.777
H -3.486 4.191 4.853
H -4.462 2.687 4.986
H -5.160 4.075 4.244
H -4.003 -0.342 -2.703
H -5.176 -1.477 -1.167
H -5.043 -1.093 0.595
H -4.142 -2.371 -0.070
H -4.183 1.097 -4.377
H -3.088 -0.241 -4.783
H -3.009 1.310 -5.624
H -3.383 3.046 -3.097
H -2.392 3.376 -4.557
H -1.654 3.347 -2.931
H -0.511 0.198 -4.450
H 0.049 1.646 -3.677
H -0.722 1.739 -5.299
H 2.564 6.205 -1.259
H 1.653 6.216 0.220
H 1.112 7.229 -1.140
H 1.641 5.155 -3.351
H 0.332 6.296 -3.218
H -0.023 4.569 -3.402
H -0.786 5.236 0.198
H -1.428 4.560 -1.282
H -1.158 6.326 -1.139
C 0.692 -2.371 -4.733
C 0.361 -2.190 -3.278
S 1.333 -0.957 -2.470
C -0.564 -2.987 -2.719
C -1.216 -4.070 -3.512
S -1.125 -2.899 -1.020
H 1.441 -1.671 -5.081
H -0.211 -2.269 -5.339
H 1.082 -3.373 -4.886
H -1.600 -3.714 -4.463
H -2.037 -4.509 -2.940
H -0.494 -4.860 -3.738
O 4.520 -5.017 -1.884
C 3.870 -4.227 -1.206
O 2.819 -3.549 -1.527
C 4.306 -3.993 0.232
C 5.482 -4.671 0.665
C 5.816 -4.647 1.975
C 5.027 -3.866 2.867
C 5.270 -3.798 4.256
C 4.463 -3.065 5.064
C 3.471 -2.226 4.508
C 3.238 -2.240 3.157
C 3.960 -3.112 2.321
N 3.591 -3.220 1.005
H 6.030 -5.235 -0.068
H 6.674 -5.162 2.365
H 6.061 -4.412 4.689
H 4.606 -3.086 6.150
H 2.884 -1.551 5.131
H 2.507 -1.593 2.712
O 0.423 -2.217 1.788
H -0.566 -2.169 1.740
H 0.670 -1.387 2.235
Cl -1.178 -6.816 2.843
C -0.383 -6.385 1.378
C -0.578 -7.147 0.242
C 0.037 -6.739 -0.916
C 0.799 -5.589 -0.922
N 0.952 -4.864 0.191
C 0.385 -5.250 1.320
H -1.231 -8.014 0.311
H -0.103 -7.300 -1.836
H 1.288 -5.190 -1.807
H 0.549 -4.655 2.200
```

Charge: 0
HOMO (eV): -6.11
Max |F| (eV/Å): 1.2
Frontier orbital gap (eV): 4.9478
Spin multiplicity: 1
ΔE to the lowest compared entry with this formula, charge and spin (kcal/mol): 0.0

Results of the Mulliken charge analysis, in e, for atoms 1 through 5: 1.8279, -1.9147, 0.1836, -0.6894, 0.0918